No. 1
# C41H55NO3SeSn

C41H55NO3SeSn as an isolated structure (ωB97M-V/def2-TZVPD, OMol25).

Calculated values
Molar mass (Da): 807.6
Strongest force on any atom (eV Å⁻¹): 0.2
Relative energy (zero: lowest compared OMol25 entry of this formula, charge and spin) (kJ/mol): 0.0
HOMO level (eV): -6.95

```
! wB97M-V def2-TZVPD RIJCOSX def2/J DEFGRID3
* xyz 0 1
Sn 1.329 -0.105 -2.623
Se 1.530 2.112 -1.272
O -0.664 0.310 -2.450
O 0.650 -1.618 -0.801
O 4.489 -0.774 -2.463
N 3.453 -0.735 -0.007
C -0.366 -2.317 2.471
C -0.022 -4.280 -0.796
C -2.724 3.849 1.508
C -0.856 2.929 0.085
C 3.832 1.543 -5.405
C 2.249 3.237 -4.720
C 1.216 2.538 -5.332
C 5.467 -1.544 0.980
C -2.222 -1.009 4.387
C 3.484 -1.380 2.296
C -2.428 5.303 1.116
C -0.060 -1.046 3.130
C -2.021 3.531 2.835
C -1.867 -4.341 0.854
C -0.343 2.067 -0.872
C -4.232 3.711 1.722
C -3.496 0.239 -3.363
C 3.542 2.745 -4.761
C 0.641 -1.615 0.426
C 2.840 -0.892 1.171
C -2.964 -1.357 -1.486
C 1.361 -0.523 1.182
C -2.202 2.906 0.424
C -0.032 -2.662 1.214
C -0.708 -0.769 4.480
C -1.171 1.147 -1.535
C -3.012 1.984 -0.233
C 5.437 -0.825 -1.423
C 2.791 0.846 -6.005
C -0.477 0.675 4.924
C 0.809 -0.230 2.533
C 0.441 -5.075 1.507
C 1.491 1.342 -5.975
C -4.901 0.168 -1.331
C 4.740 -1.051 -0.100
C 4.827 -1.709 2.192
C -0.367 -4.062 0.681
C -2.539 1.096 -1.196
C 5.248 1.032 -5.453
C -0.102 -1.720 5.522
C -3.461 0.055 -1.839
H -1.033 0.869 5.842
H -4.059 1.942 0.026
H -4.555 4.411 2.496
H 1.122 0.704 2.982
H -2.813 5.988 1.875
H -1.357 5.480 1.015
H -0.912 -3.044 3.063
H -2.899 5.546 0.162
H 5.881 1.688 -6.052
H 2.992 -0.094 -6.507
H 0.969 -1.538 5.632
H -4.789 3.937 0.811
H -4.968 0.007 -0.253
H -2.702 -0.701 5.317
H -0.577 -1.572 6.494
H 6.158 -1.636 -1.579
H 0.691 0.787 -6.448
H 6.004 0.112 -1.357
H -0.241 -2.766 5.239
H 4.340 3.294 -4.274
H -2.660 -0.430 3.571
H -0.268 -5.313 -1.051
H -2.459 -3.618 0.291
H -4.155 -0.509 -3.812
H 2.942 -1.496 3.226
H 5.295 0.036 -5.897
H 4.945 -0.623 -3.298
H -2.203 2.494 3.127
H 1.284 0.379 0.564
H 0.577 0.871 5.132
H 5.363 -2.095 3.049
H -2.101 -5.339 0.478
H 1.512 -4.893 1.401
H -0.177 3.617 0.576
H 1.038 -4.124 -0.997
H -2.390 4.183 3.631
H -2.504 0.136 -3.796
H -3.885 1.228 -3.615
H -3.628 -2.108 -1.925
H -0.941 3.673 2.755
H 0.191 -5.018 2.568
H 5.684 0.994 -4.452
H -5.340 1.140 -1.565
H -0.815 1.382 4.164
H -2.967 -1.495 -0.401
H -0.589 -3.621 -1.450
H 0.202 2.914 -5.289
H -5.509 -0.597 -1.820
H -4.503 2.706 2.050
H -2.180 -4.300 1.898
H -2.467 -2.060 4.227
H 6.513 -1.797 0.860
H 0.231 -6.090 1.163
H -1.954 -1.525 -1.853
H 2.039 4.157 -4.191
*
```

These are the Mulliken partial charges, in e, on atoms 1 to 99: 0.6407 -0.3072 -0.8909 -1.1685 -0.3300 0.1406 -0.4768 -1.9654 2.1817 -0.3689 0.9598 -0.3899 -0.2499 -0.7234 -1.7198 -0.3458 -1.8582 -0.8568 -1.5240 -1.3452 -0.0650 -2.2118 -1.7668 -0.3958 0.2830 -0.6432 -1.7475 3.7637 -0.6498 0.9775 2.0034 1.4260 -0.2735 -0.6576 -0.3533 -1.9980 -0.9327 -1.7749 -0.6815 -2.4405 0.3100 -0.8902 2.0081 -0.8524 -1.6364 -1.7710 2.7474 0.5074 0.5361 0.4531 0.6089 0.4725 0.3169 0.4936 0.3855 0.4202 0.2794 0.3243 0.4334 0.3806 0.5032 0.4734 0.3887 0.3673 0.3188 0.3302 0.3482 0.3078 0.5297 0.1239 0.4767 0.5353 0.3721 0.1026 0.0864 -1.4786 0.3479 0.4558 0.4938 0.3480 0.4478 0.3343 0.4634 0.2078 0.3721 0.5665 0.3740 0.2699 0.2958 0.4872 0.2595 0.3047 0.1980 0.3482 0.4541 0.3477 0.2818 0.3524 0.4218


No. 2
# CH2Cl3P

A 2-piece molecular cluster, CH2Cl3P overall at a distorted geometry (ωB97M-V/def2-TZVPD, OMol25).

Calculated values
Molar mass (Da): 151.4
Strongest force on any atom (eV Å⁻¹): 3.9
Relative energy (zero: lowest compared OMol25 entry of this formula, charge and spin) (kJ/mol): 338.2
HOMO level (eV): -9.22

```
! wB97M-V def2-TZVPD RIJCOSX def2/J DEFGRID3
* xyz 0 1
Cl -2.681 0.903 0.120
Cl 0.576 1.443 0.111
Cl -1.699 -1.694 -0.397
P 2.046 0.283 0.709
C -3.013 -0.737 -0.129
H 2.965 0.714 -0.134
H 1.806 -0.914 -0.281
*
```

Let us look at the Mulliken charges, expressed in e, one per atom: -0.0078 -0.1329 0.0034 0.0315 0.0070 0.0520 0.0468


No. 3
# C22H35F9O26S5

C22H35F9O26S5 as an isolated structure at a distorted geometry (ωB97M-V/def2-TZVPD, OMol25).

Calculated values
Molar mass (Da): 1046.8
Strongest force on any atom (eV Å⁻¹): 1.8
Relative energy (zero: lowest compared OMol25 entry of this formula, charge and spin) (kJ/mol): 0.0
HOMO level (eV): -10.89

```
! wB97M-V def2-TZVPD RIJCOSX def2/J DEFGRID3
* xyz 0 1
S -6.709 5.173 14.447
S -2.952 7.375 9.704
S -2.103 4.549 18.008
S -5.732 0.653 16.557
S -4.090 1.154 10.990
F -6.120 4.410 9.852
F 2.027 6.609 11.254
F -7.953 3.309 10.125
F -2.702 0.726 8.092
F -1.743 -0.976 7.202
F -7.217 3.656 8.147
F 2.556 5.108 12.728
F -3.129 0.207 6.025
F 1.269 6.782 13.278
O -8.548 5.831 8.142
O -4.722 1.975 10.018
O -2.097 6.693 8.820
O -0.379 4.634 12.816
O -2.441 7.181 11.207
O -4.444 0.181 16.211
O -0.293 0.568 5.607
O 0.249 4.844 10.662
O -7.714 4.160 13.742
O -0.631 4.994 17.608
O -4.326 6.587 9.880
O -8.263 6.152 10.347
O -7.007 5.189 15.829
O -5.387 4.972 14.000
O -5.930 0.640 18.130
O -0.848 2.271 6.960
O -2.114 3.274 18.621
O -3.560 -0.102 10.663
O -5.747 2.233 16.415
O -2.700 5.632 18.683
O -2.979 2.036 11.723
O -2.634 4.421 16.525
O -6.871 0.102 15.933
O -7.289 6.419 13.643
O -3.249 8.743 9.495
O -5.022 0.976 12.260
C -5.636 1.925 18.698
C -0.781 3.922 10.218
C -3.616 7.229 12.014
C -1.032 1.178 6.502
C 1.569 5.919 12.306
C -3.451 2.584 12.967
C -0.161 2.557 10.109
C 1.802 0.137 4.548
C -8.712 6.294 13.641
C -0.280 4.618 16.279
C -4.581 6.330 11.279
C -6.073 2.927 17.658
C -8.099 5.531 9.329
C -10.775 6.666 7.616
C -4.883 2.114 13.130
C -9.353 7.025 7.971
C -2.180 0.264 6.971
C -1.590 4.235 15.576
C -7.319 4.200 9.347
C 0.342 5.050 11.953
C -8.926 4.819 13.296
C 1.010 1.144 5.352
H -3.415 6.895 13.031
H -5.093 1.750 14.129
H -1.625 3.923 10.907
H 0.455 3.815 16.295
H 0.370 2.147 10.968
H 0.627 2.599 9.343
H -5.623 2.869 12.881
H -6.158 1.914 19.655
H -0.860 1.806 9.740
H -9.117 6.509 14.631
H 0.867 2.110 4.877
H -11.346 5.999 8.261
H -2.780 2.274 13.764
H -9.806 4.383 13.760
H -11.344 7.603 7.614
H 2.013 -0.728 5.174
H -9.298 7.655 8.852
H -1.570 3.181 15.295
H -4.352 5.272 11.415
H -3.356 3.662 12.832
H 1.175 -0.206 3.723
H -4.594 2.067 18.999
H -5.610 6.500 11.586
H -7.133 3.167 17.632
H -10.845 6.281 6.598
H -1.194 4.297 9.286
H 2.723 0.582 4.186
H -1.736 4.805 14.665
H -8.921 7.483 7.086
H 0.187 5.485 15.814
H -3.993 8.248 12.133
H 1.483 1.257 6.330
H -9.115 6.967 12.894
H -8.934 4.627 12.225
H -5.471 3.825 17.578
*
```

Let us look at the Mulliken charges, expressed in e, one per atom: 0.7319 1.0297 1.0589 1.1287 1.0685 -0.2062 -0.2424 -0.2702 -0.1768 -0.2695 -0.2814 -0.2564 -0.2735 -0.2313 -0.2607 -0.4209 -0.5125 -0.5244 -0.2439 -0.5586 -0.2801 -0.3710 -0.3089 -0.4134 -0.1864 -0.5793 -0.6385 -0.0134 -0.3867 -0.4965 -0.5612 -0.5989 -0.0691 -0.5856 -0.1209 -0.1428 -0.5987 -0.3015 -0.6098 -0.4407 -0.2252 0.6738 -0.3688 0.3288 0.7264 0.4213 -1.1358 -1.1947 -0.4968 -0.0617 0.6007 -0.2373 0.3015 -1.1452 1.9335 -0.2123 0.9148 0.2257 1.0321 0.5076 -0.0497 -0.1177 0.3200 -1.4282 -0.4403 0.2895 0.3306 0.3900 -0.2569 0.3142 0.0420 0.3781 0.3214 0.3361 0.1320 0.3057 0.3685 0.3003 0.3088 0.1024 -0.3201 -0.2515 0.3155 0.2003 0.0552 0.2335 0.3202 0.4626 0.3764 0.0003 0.2579 0.0939 0.3062 0.2430 0.3590 -0.0009 0.2274


No. 4
# C5H4N2

C5H4N2 as an isolated structure at a distorted geometry (ωB97M-V/def2-TZVPD, OMol25).

Calculated values
Molar mass (Da): 92.1
Strongest force on any atom (eV Å⁻¹): 3.7
Relative energy (zero: lowest compared OMol25 entry of this formula, charge and spin) (kJ/mol): 587.9
HOMO level (spin up / spin down) (eV): -8.68 / -8.92

```
! wB97M-V def2-TZVPD RIJCOSX def2/J DEFGRID3
* xyz 0 1
N -3.120 -0.661 0.357
N 1.300 -1.603 0.369
C -0.686 0.033 -0.094
C 1.540 -0.338 0.640
C 0.300 -1.696 -0.383
C 0.338 0.561 0.770
C -2.033 -0.300 0.235
H 0.051 0.475 1.795
H 0.671 1.531 0.630
H -0.552 0.009 -1.128
H 0.077 -2.250 -1.309
*
```

Let us look at the Mulliken charges, expressed in e, one per atom: -0.4318 -0.2507 -0.3964 -0.2361 -0.0382 -0.2587 0.2605 0.3446 0.3145 0.3730 0.3194


No. 5
# C56H90O25

A 14-piece molecular cluster, C56H90O25 overall at a distorted geometry (ωB97M-V/def2-TZVPD, OMol25).

Calculated values
Molar mass (Da): 1163.3
Strongest force on any atom (eV Å⁻¹): 4.9
HOMO level (spin up / spin down) (eV): 0.32 / -7.89

```
! wB97M-V def2-TZVPD RIJCOSX def2/J DEFGRID3
* xyz -1 2
O -4.805 -0.131 3.147
O -1.342 0.248 -1.251
O 6.952 -0.904 2.624
O -6.002 1.674 3.805
O 2.896 -2.517 -2.259
O 4.791 -0.937 3.124
O 1.914 -5.040 1.767
O -2.409 -3.335 2.001
O -2.448 -3.464 4.260
O -1.058 1.069 4.662
O 0.808 -3.268 2.627
O -1.894 -2.531 -4.941
O -1.207 5.361 -1.464
O 2.433 3.811 2.067
O 0.120 1.190 0.096
O -2.609 7.165 -1.195
O -3.433 -3.968 -2.268
O -4.219 3.089 -2.429
O 1.201 1.073 4.874
O -1.034 -4.519 -4.593
O 3.810 1.122 -1.578
O -4.545 -5.909 -1.901
O 5.964 1.628 -1.860
O 0.350 4.116 2.796
O -0.600 1.788 -5.532
C 2.955 -3.241 -1.060
C 4.366 -3.076 -0.515
C -4.995 1.201 3.273
C -3.073 0.777 1.942
C -5.496 3.636 -2.077
C 3.054 -5.874 2.003
C 5.697 -0.535 2.401
C -2.333 -4.490 5.317
C 2.555 1.031 -2.279
C 1.272 -0.538 0.957
C 7.834 -0.269 1.728
C 0.145 -1.008 5.246
C 0.124 -2.530 -3.652
C 4.367 1.817 -3.737
C -4.253 1.682 -2.773
C -0.538 0.144 -0.360
C -5.743 1.380 -2.793
C 5.124 -2.359 -1.595
C -4.311 -4.758 -1.615
C -0.017 -1.049 0.388
C -0.029 6.393 2.424
C -0.436 2.737 -6.660
C 2.987 1.123 -3.742
C 1.120 0.922 1.077
C -6.329 2.750 -2.931
C -0.764 2.572 -4.353
C -2.259 5.994 -0.878
C -2.726 5.121 0.244
C -1.561 -1.130 -4.645
C -4.983 -3.979 -0.497
C -1.213 3.951 -6.289
C -0.110 -1.129 -4.215
C 1.515 -0.988 5.806
C 1.414 6.108 2.171
C -0.005 0.438 4.860
C 1.777 -4.021 2.627
C 1.489 4.610 2.318
C -3.514 -0.439 2.631
C 6.980 0.356 0.615
C -0.527 5.180 3.197
C -2.282 -3.955 3.068
C 3.038 -3.935 3.490
C -0.792 4.170 -0.786
C -1.508 3.845 -4.789
C -1.947 -5.443 3.201
C -0.952 -3.319 -4.396
C 4.210 -2.475 -2.831
C -3.546 -2.582 -1.757
C -3.772 1.906 2.648
C -4.813 -2.523 -0.932
C 4.830 1.518 -2.311
C -2.014 3.760 0.027
C 5.597 0.418 1.186
C 3.962 -4.969 2.812
C 2.194 0.078 4.937
C -2.559 -5.774 4.581
H 2.061 -1.930 5.750
H -4.076 2.678 1.941
H -0.740 -1.366 1.140
H 2.025 0.087 -2.147
H 4.377 2.896 -3.892
H -1.084 4.629 -4.161
H -2.985 -4.355 6.180
H -0.536 -1.334 6.032
H 3.415 -2.915 3.418
H 8.494 0.416 2.261
H -2.706 -2.349 -1.103
H 2.084 -0.731 0.256
H 4.444 -3.389 -3.376
H 0.085 -0.376 -3.451
H 5.327 1.448 1.422
H 0.625 2.967 -6.754
H -4.438 -4.243 0.410
H -2.589 3.784 -4.658
H -2.385 -6.022 2.388
H -1.195 1.938 -3.577
H -3.632 -1.855 -2.565
H -1.325 -4.435 5.730
H -6.108 1.052 -1.820
H 1.843 1.830 -2.071
H -5.602 3.548 -0.996
H 1.553 -0.682 6.851
H -2.164 -0.595 -3.911
H 4.821 0.063 0.509
H -1.578 5.001 2.969
H 8.450 -1.062 1.304
H 7.450 1.283 0.286
H 4.313 -1.713 -3.603
H -0.665 4.850 -6.569
H -0.365 5.281 4.270
H 3.058 0.319 5.556
H 4.652 -4.469 2.133
H -0.260 7.292 2.995
H -3.335 0.871 0.889
H 6.929 -0.276 -0.272
H 1.099 -2.996 -3.794
H 2.771 -4.295 -1.267
H 2.506 -0.234 3.940
H 1.567 -0.971 1.913
H -2.667 3.030 -0.450
H -3.197 2.261 3.504
H -1.703 3.269 0.949
H -7.351 2.778 -2.553
H 0.169 2.856 -3.867
H 4.358 -2.532 0.429
H -6.033 0.654 -3.553
H 2.016 6.626 2.918
H -0.017 -1.593 4.341
H 2.903 -6.847 2.471
H -2.833 -0.702 3.440
H 1.711 6.452 1.181
H 4.850 -4.038 -0.346
H 6.129 -2.758 -1.730
H -3.979 1.380 -3.784
H -0.619 6.622 1.537
H -0.207 3.547 -1.462
H -5.497 4.690 -2.354
H -4.669 -1.857 -0.082
H -0.815 2.284 -7.576
H -3.545 -1.217 1.868
H 0.733 1.297 2.025
H 2.112 1.353 0.940
H -2.093 3.971 -6.932
H -1.552 -0.530 -5.555
H -2.124 -6.624 5.108
H -0.113 -2.599 -2.590
H -1.996 0.935 1.995
H 5.246 -1.294 -1.396
H 0.114 -1.920 -0.254
H -6.040 -4.220 -0.382
H 2.215 -2.906 -0.332
H -3.789 1.059 -2.008
H 3.542 -6.212 1.089
H 2.305 1.672 -4.391
H 3.070 0.120 -4.162
H 5.077 1.413 -4.458
H -2.456 5.494 1.231
H -6.307 3.030 -3.984
H -5.587 -2.100 -1.573
H 4.598 -5.402 3.585
H 2.814 -4.186 4.527
H -3.626 -5.979 4.494
H -3.812 5.057 0.169
H 0.528 -0.912 -5.071
H -0.023 4.419 -0.054
H -0.861 -5.522 3.250
*
```

These are the Mulliken partial charges, in e, on atoms 1 to 99: -0.3996 -0.3819 -0.3352 -0.6906 -0.1093 -0.4074 -0.4020 -0.6437 0.4566 -0.7435 -0.3390 -0.4271 -0.4326 -0.6274 0.4882 -0.7399 -0.3440 -0.1749 -0.3898 -0.6570 0.2043 -0.6378 -0.6270 -0.1321 -0.2638 -0.0302 0.2311 0.2781 2.0546 -0.4067 -1.3395 0.3376 -2.1819 1.5055 1.1407 -0.6461 1.2437 0.5715 -0.8898 0.5815 -0.4629 -0.7917 0.4658 0.2714 1.1060 -0.2208 -0.4617 -0.0360 -1.0100 -0.8539 0.4436 0.3677 -0.5390 0.4545 -0.0865 -0.7827 0.8167 -1.1166 -0.6262 0.4421 0.8518 0.4370 0.7263 -0.4497 -0.6964 1.8779 -1.0067 1.0156 0.2479 -1.2127 0.0963 -1.0881 0.7855 -0.0579 -0.3435 0.1132 2.0891 1.3624 -0.4540 0.8677 -0.7505 0.3108 0.1243 -0.7834 -0.3390 0.3687 0.3079 0.2736 0.5570 -0.0801 0.2728 -0.2539 -0.7689 0.4051 -0.9287 0.4346 0.2665 -0.1615 -0.2652


| no. | energy (Eh) |
| --- | --- |
| 1 | -4491.58212 |
| 2 | -1761.10326 |
| 3 | -5705.22342 |
| 4 | -302.20440 |
| 5 | -4068.81298 |